Record 1
Density functional theory data (the ωB97M-V functional and the def2-TZVPD basis) for a molecular structure, C11H9InNO4S.

The spin multiplicity is 1. Its charge is +3. For the highest occupied orbital energy, the calculation gives -18.51 eV. The HOMO-LUMO gap is 4.066 eV.

The geometry in XYZ format:
```
27
Properties=species:S:1:pos:R:3:forces:R:3:nbo_charge:R:1
In -0.06566 0.82772 -0.64512 0.1 -1.1 -1.1 1.03
C -0.08559 2.79810 0.98225 -0.4 2.5 2.9 0.55
O -0.18205 3.55796 1.83346 0.4 -2.8 -3.3 -0.25
C -0.02517 2.97685 -2.78286 -0.1 4.0 0.9 0.53
O -0.04605 4.12762 -2.77607 0.1 -4.2 -0.4 -0.35
C -2.44528 0.78198 -1.53433 -4.0 0.5 1.8 0.55
O -3.54702 0.83160 -1.20948 4.1 -0.3 -1.6 -0.29
C 2.36473 0.70891 -1.45117 4.2 1.0 1.2 0.55
O 3.49114 0.85032 -1.26943 -4.3 -0.7 -1.0 -0.29
C -0.03600 -1.64520 -4.23852 0.0 0.8 1.1 -0.35
H 0.89879 -2.16246 -3.97743 -0.4 0.1 -0.6 0.21
H -0.97214 -2.18089 -4.02497 0.4 0.1 -0.5 0.22
C -0.03651 -0.33737 -4.56965 0.0 0.0 1.0 -0.42
H -0.98401 0.22886 -4.66791 0.7 -0.5 -0.3 0.21
H 0.91012 0.23153 -4.65359 -0.7 -0.4 -0.3 0.21
S -0.13524 -1.66681 -0.04320 0.0 0.8 -0.1 0.09
C 0.04495 -1.53974 1.69853 -0.4 0.4 1.8 0.01
N -1.09283 -1.45968 2.48423 0.4 1.3 -0.1 -0.44
C -1.10385 -0.82346 3.70739 -0.2 -0.8 -1.2 0.12
C 0.09142 -0.34745 4.22308 0.1 0.0 0.3 -0.20
C 1.28597 -0.60117 3.54416 0.1 -0.4 0.8 -0.08
C 1.26626 -1.26471 2.32595 -0.6 0.2 -1.5 -0.20
H -1.98507 -1.68899 2.02919 0.3 -0.1 0.4 0.46
H -2.08966 -0.69043 4.16864 0.5 -0.2 0.0 0.29
H 0.08434 0.20091 5.16870 0.0 -0.2 -0.3 0.30
H 2.24920 -0.30833 3.97525 -0.4 0.0 -0.1 0.29
H 2.14520 -1.40570 1.70290 0.1 0.0 0.4 0.27
```
Positions in Å, forces in eV/Å.

=====

Record 2
Density functional theory data (the ωB97M-V functional and the def2-TZVPD basis) for C11H9N in the gas phase.

The spin multiplicity is 1. Its charge is 0. As for the energy relative to the best compared isomer or geometry (same formula, charge and spin): 3.007 eV. For the highest occupied orbital energy, the calculation gives -9.44 eV. The HOMO-LUMO gap is 10.166 eV.

The geometry in XYZ format:
```
21
Properties=species:S:1:pos:R:3:forces:R:3:nbo_charge:R:1
C 1.76450 -2.00256 -1.41646 0.3 -0.5 0.0 -0.22
C 1.16904 -0.99926 -1.36813 -3.6 5.2 -0.1 0.01
C 0.31744 0.38371 -1.24571 2.8 -4.3 -0.1 -0.20
C 1.32422 1.48166 -1.58127 -1.4 -0.5 0.9 -0.57
C -0.72980 0.33222 -2.21197 -0.5 0.3 -1.0 0.30
N -1.53975 0.41969 -3.01413 -0.4 -0.1 -0.3 -0.30
C -0.25722 0.12528 0.13679 0.3 1.7 0.3 0.01
C 0.38618 0.64153 1.27044 -1.1 0.1 0.1 -0.23
C -0.13399 0.30952 2.52052 0.2 0.8 1.2 -0.18
C -1.32349 -0.41514 2.60180 1.7 -0.1 -0.4 -0.23
C -1.90207 -0.94159 1.47509 -2.3 -1.8 -0.7 -0.18
C -1.40201 -0.64050 0.23420 0.1 -0.7 -0.4 -0.21
H 2.50893 -2.64629 -1.58411 2.0 -2.5 -0.3 0.22
H 2.22184 1.16866 -2.00600 1.3 -1.0 -0.8 0.24
H 1.54536 1.92390 -0.67535 0.8 1.3 1.8 0.22
H 0.90440 2.21105 -2.19360 -0.9 1.2 -1.1 0.23
H 1.09612 1.45142 1.17856 0.5 -0.5 0.0 0.22
H 0.32864 0.65157 3.52835 -0.7 -0.4 -2.1 0.22
H -1.58469 -0.62716 3.58079 -1.2 -0.6 1.6 0.21
H -2.78855 -1.69898 1.38598 1.5 1.7 1.1 0.23
H -1.90508 -1.12875 -0.61579 0.6 0.6 0.2 0.24
```
Positions in Å, forces in eV/Å.

=====

Record 3
Density functional theory data (the ωB97M-V functional and the def2-TZVPD basis) for C11H9NO3 in the gas phase.

The spin multiplicity is 1. Its charge is 0. As for the energy relative to the best compared isomer or geometry (same formula, charge and spin): 0.550 eV. For the highest occupied orbital energy, the calculation gives -8.53 eV. The HOMO-LUMO gap is 8.294 eV.

The geometry in XYZ format:
```
24
Properties=species:S:1:pos:R:3:forces:R:3:nbo_charge:R:1
C -3.18843 0.41848 -0.07798 -0.9 -2.2 -1.2 -0.31
C -1.88734 0.65596 0.18534 -0.8 -2.9 2.2 -0.13
C -1.50290 2.01727 0.09901 -1.5 1.3 -1.4 0.40
O -0.47880 2.52021 0.41958 1.2 0.7 0.5 -0.50
C -0.86236 -0.35528 0.97824 -1.7 1.4 -1.7 0.13
O -1.36970 -1.63753 1.28831 -0.2 0.5 -1.0 -0.66
C -0.47985 0.26765 2.28273 1.2 1.2 2.6 0.68
O -1.14247 0.39925 3.29340 -0.1 -0.1 -1.0 -0.57
N 0.88884 0.57423 2.24468 -2.1 -0.7 -0.4 -0.59
C 1.43599 0.18394 1.05018 1.1 0.3 -0.2 0.21
C 2.76074 0.17382 0.63897 -0.8 -1.0 0.2 -0.27
C 2.97743 -0.42787 -0.62973 3.4 1.5 -0.3 -0.16
C 1.97533 -0.84390 -1.46376 -0.1 -1.6 -0.8 -0.27
C 0.68870 -0.84031 -0.95476 -1.3 -0.9 -1.8 -0.14
C 0.43499 -0.31401 0.24714 -0.5 -0.7 0.6 -0.11
H -3.55828 -0.66107 -0.09367 0.5 1.4 0.5 0.21
H -4.01781 1.07573 -0.52427 1.9 -0.4 0.8 0.23
H -2.37310 2.53859 -0.38985 0.7 0.7 0.3 0.10
H -2.28861 -1.45859 1.52567 0.0 -0.4 0.3 0.48
H 1.30485 0.96133 3.04020 0.9 0.5 1.0 0.42
H 3.48518 0.37964 1.43711 0.2 0.2 -1.0 0.22
H 4.06132 -0.41815 -1.05679 -2.0 -0.3 1.0 0.22
H 2.16941 -1.43254 -2.39580 0.0 1.0 0.8 0.22
H -0.17611 -1.29310 -1.47615 0.7 0.2 0.0 0.22
```
Positions in Å, forces in eV/Å.

=====

Record 4
Density functional theory data (the ωB97M-V functional and the def2-TZVPD basis) for a molecular structure, C12B3O26V.

The spin multiplicity is 1. Its charge is -2. As for the energy relative to the best compared isomer or geometry (same formula, charge and spin): 1.170 eV. For the highest occupied orbital energy, the calculation gives -5.78 eV. The HOMO-LUMO gap is 7.826 eV.

The geometry in XYZ format:
```
42
Properties=species:S:1:pos:R:3:forces:R:3:lowdin_charge:R:1
O -1.92089 -3.53764 0.71015 -0.1 -0.4 -0.2 -0.28
V -1.05689 -2.70173 1.68907 -0.1 2.3 1.3 1.05
O -1.24286 -3.35730 3.12936 0.1 0.4 -1.6 -0.30
O 3.32498 -3.28707 -5.81185 0.2 0.0 -0.6 0.15
C 3.31445 -2.78901 -4.73270 0.0 -0.2 0.8 -0.38
O 2.27352 -2.19618 -4.16120 -0.2 -0.2 -0.1 0.24
B 2.58288 -1.88218 -2.78272 0.1 0.5 0.6 -0.88
O 3.97447 -2.30506 -2.56921 0.3 0.1 0.6 0.24
C 4.45997 -2.85076 -3.65020 -0.7 -0.6 -1.3 -0.40
O 5.49867 -3.41561 -3.83044 0.3 0.3 0.4 0.14
O 1.70615 -2.51843 -1.74831 -0.5 0.0 -0.4 0.24
C 0.99170 -1.59481 -1.14313 1.3 0.1 -0.2 -0.34
O 0.10052 -1.79710 -0.36421 -0.6 -0.3 0.9 0.09
C 1.59258 -0.19774 -1.55713 -1.3 -0.5 0.2 -0.38
O 2.40226 -0.45252 -2.54797 0.8 0.5 -0.3 0.25
O 1.27626 0.85028 -1.08963 0.2 0.0 0.1 0.18
O -0.55975 0.29229 4.40887 -0.2 -0.3 0.3 0.17
C 0.39773 0.54340 3.75253 0.5 1.1 -0.8 -0.38
O 1.09737 1.67299 3.73726 0.2 -0.1 0.5 0.24
B 2.22378 1.61092 2.78717 -0.2 0.9 -0.4 -0.82
O 2.10528 0.22392 2.22149 0.6 0.0 -0.5 0.29
C 1.04906 -0.33045 2.65826 -0.9 -0.4 0.7 -0.35
O 0.58873 -1.41056 2.33536 0.0 -0.8 -0.6 0.03
O 3.54688 1.84973 3.38063 -0.3 -0.8 0.2 0.23
C 4.18140 2.80266 2.72566 -0.7 0.9 -0.5 -0.40
O 5.24663 3.26852 2.97407 0.7 -0.1 0.2 0.15
C 3.18946 3.36296 1.65626 -0.3 0.4 -0.2 -0.39
O 2.08873 2.64723 1.73536 -0.2 -1.0 0.5 0.23
O 3.31907 4.32834 0.95601 0.5 -0.3 0.3 0.14
O -6.67273 0.87901 -3.02135 -0.2 -0.4 0.1 0.15
C -6.11140 0.88693 -1.96677 0.5 0.8 0.2 -0.40
O -4.83469 0.62970 -1.75565 0.7 -0.4 0.0 0.23
B -4.42014 1.00072 -0.39258 -0.8 0.2 -0.6 -0.84
O -5.68514 1.43731 0.25889 0.7 -0.1 0.3 0.23
C -6.64677 1.43984 -0.62552 -1.5 0.5 -0.7 -0.41
O -7.75493 1.89882 -0.50435 0.4 -0.3 0.4 0.13
O -3.84197 -0.16454 0.32754 -1.2 -0.3 -0.1 0.28
C -2.72564 0.14606 0.85402 0.4 -0.8 -0.4 -0.33
O -2.02344 -0.64491 1.46768 0.8 -0.4 0.5 0.07
C -2.36168 1.56756 0.37086 0.1 0.3 -0.7 -0.35
O -3.37543 2.03151 -0.39386 0.2 -1.0 1.1 0.24
O -1.29819 2.06289 0.51228 0.4 0.4 0.4 0.21
```
Positions in Å, forces in eV/Å.

=====

Record 5
Density functional theory data (the ωB97M-V functional and the def2-TZVPD basis) for a molecular structure, C12Cl5F5N2OS2V.

The spin multiplicity is 4. Its charge is -2. For the highest occupied orbital energy (spin up / spin down), the calculation gives -1.20 / -1.23 eV. The HOMO-LUMO gap (spin up / spin down) is 5.647 / 5.628 eV.

The geometry in XYZ format:
```
28
Properties=species:S:1:pos:R:3:forces:R:3:mulliken_spin:R:1
V -1.04997 -0.45530 0.11834 -2.7 -0.2 -2.3 2.33
S -2.67763 -1.59728 -1.01270 -1.8 -0.5 -0.6 0.02
C -3.75193 -0.61567 -0.03078 1.5 -0.1 0.5 0.01
S -2.86785 0.02052 1.37135 -1.8 0.3 0.8 0.00
C -5.05675 -0.28520 -0.31295 -0.1 0.0 0.0 0.04
C -5.82670 0.55403 0.54628 0.0 0.0 0.0 0.00
N -6.50613 1.21927 1.19901 0.0 0.0 0.0 0.01
C -5.74329 -0.76860 -1.46523 0.0 0.0 0.0 0.00
N -6.37339 -1.12468 -2.36331 0.1 0.0 0.0 0.01
Cl 5.89496 -0.39334 1.54535 0.1 0.0 0.1 0.00
C 4.27807 -0.32044 0.85214 -0.1 0.2 -0.3 -0.05
C 3.24660 0.18612 1.67488 1.8 -2.1 -2.5 0.06
Cl 3.45067 0.80132 3.28113 0.1 0.2 0.0 0.00
C 2.08929 0.03425 1.03437 0.1 1.5 4.5 0.08
Cl 1.02013 -0.39375 0.18999 6.1 0.3 0.8 0.04
C 1.62239 -1.05869 -1.02424 2.2 -5.1 -6.5 0.08
O -0.35511 1.10682 -1.36165 0.6 -2.5 0.4 0.17
C 2.99972 -0.98679 -1.46257 1.4 1.1 3.3 -0.08
Cl 3.27798 -1.24877 -3.15138 -0.2 0.1 -0.1 -0.01
C 4.11186 -0.73974 -0.60366 -0.5 0.0 0.2 0.09
Cl 5.67471 -0.96430 -1.38595 0.1 0.1 -0.1 0.01
F 0.90380 -1.92943 -1.87273 -0.7 0.1 0.9 0.00
C 0.44069 0.86794 -0.36072 -5.1 12.7 -2.2 0.23
F 0.32334 -1.65735 1.03191 -2.0 -5.6 3.3 0.01
C 0.26172 2.13390 0.64212 0.7 -0.4 0.5 -0.06
F 1.35128 2.93541 0.66110 0.0 0.0 -0.2 0.01
F 0.04656 1.77865 1.93589 0.0 0.0 -0.1 0.02
F -0.78504 2.90108 0.32401 0.1 0.0 -0.3 0.00
```
Positions in Å, forces in eV/Å.

=====

Record 6
Density functional theory data (the ωB97M-V functional and the def2-TZVPD basis) for a molecular structure, C12H10BrF5La.

The spin multiplicity is 1. Its charge is -1. For the highest occupied orbital energy, the calculation gives -4.12 eV. The HOMO-LUMO gap is 6.683 eV.

The geometry in XYZ format:
```
29
Properties=species:S:1:pos:R:3:forces:R:3:lowdin_charge:R:1
C -1.17538 -0.76884 -1.87357 -3.7 -0.6 2.3 -0.22
C -1.23192 -1.79873 -0.83866 -4.0 2.1 -1.2 -0.25
C -1.97198 -1.24397 0.30207 -2.8 0.2 -4.1 -0.29
H -0.76236 -2.72587 -0.86795 0.7 -1.3 0.0 0.06
C -2.38528 0.11044 -0.03822 -1.0 -3.0 -3.1 -0.22
C -1.87278 0.42477 -1.36883 -1.7 -4.0 0.6 -0.21
H -1.96683 1.33855 -1.85336 -0.1 1.4 -0.8 0.07
H -0.69897 -0.85528 -2.78868 0.8 -0.1 -1.5 0.07
H -2.10300 -1.70581 1.22391 -0.2 -0.7 1.3 0.06
H -2.88535 0.77096 0.58936 -0.7 1.0 0.9 0.07
La -0.01122 0.01112 0.10098 0.0 1.5 6.8 1.34
Br 0.82500 -1.88056 1.60240 1.7 -3.9 2.6 0.18
C 2.00523 1.17035 0.38548 2.1 0.8 -4.3 -0.25
C 1.15729 1.96822 -0.50765 4.0 -1.8 -2.3 -0.21
C 0.98273 1.20728 -1.75088 3.9 0.2 2.1 -0.22
H 0.69276 2.86682 -0.26885 -0.8 1.4 0.4 0.08
C 1.71405 -0.06183 -1.61328 1.6 3.7 1.6 -0.21
C 2.36879 -0.06138 -0.30997 0.3 3.7 -2.2 -0.27
H 2.92421 -0.84205 0.08951 0.8 -1.1 0.6 0.04
H 2.23619 1.40061 1.37042 0.3 0.3 1.5 0.07
H 0.41270 1.50256 -2.56177 -1.0 0.5 -1.4 0.07
H 1.74858 -0.83211 -2.30776 0.0 -1.2 -1.1 0.08
F -0.56881 2.55703 2.23471 -0.2 1.1 0.8 -0.02
C -0.33009 1.21934 2.46655 -1.0 -2.0 -1.4 -0.46
F 0.86152 1.10429 3.15614 0.1 0.5 0.8 -0.04
C -1.42241 0.65624 3.38389 1.4 0.8 -0.3 -0.56
F -1.38199 1.30521 4.57773 -0.8 -0.5 0.4 0.10
F -2.66706 0.83335 2.84615 0.6 -0.3 0.7 0.09
F -1.21709 -0.67641 3.60200 -0.7 1.3 0.2 0.06
```
Positions in Å, forces in eV/Å.